{"formula": "C3H10O3S", "method": "ωB97M-V/def2-TZVPD", "smiles": "O=CCCS.O.O", "e_above_lowest_kcal_mol": 19.9, "multiplicity": 1, "fmax_ha_per_bohr": 0.056, "species": ["O", "C", "C", "C", "S", "H", "H", "H", "H", "H", "H", "O", "H", "H", "O", "H", "H"], "positions_angstrom": [[2.782199, 1.261365, 0.213261], [2.773299, 0.100895, -0.111897], [2.669926, -0.947681, 0.961718], [1.212044, -1.361859, 1.325558], [0.137862, -2.024419, 0.107209], [2.750250, -0.231727, -1.160002], [3.207562, -0.567306, 1.826529], [3.246413, -1.836261, 0.654268], [1.447409, -2.065002, 2.132331], [0.754766, -0.477068, 1.752915], [0.704813, -3.173016, -0.251169], [-3.281113, 4.671691, 3.720352], [-3.323895, 3.775732, 3.442031], [-3.443385, 5.141249, 2.895166], [-4.159193, -0.545934, -5.991366], [-4.083675, -0.800867, -5.076072], [-3.395277, -0.919793, -6.440833]], "atomic_forces_ev_per_a": [[0.17, 0.18, -0.62], [-0.62, 0.15, 0.91], [0.43, -0.81, -1.01], [2.61, 0.00, 1.28], [-1.15, 0.28, -0.91], [0.12, 0.14, -0.18], [-0.36, 0.18, 0.30], [-0.34, 0.05, -0.08], [-0.89, -0.01, 0.06], [-0.48, -0.03, 0.00], [0.50, -0.15, 0.26], [-0.02, 1.13, -0.01], [-0.01, -1.38, -0.13], [0.03, 0.26, 0.14], [-0.10, 0.17, -0.50], [0.12, -0.16, 0.39], [-0.02, -0.01, 0.11]], "lowdin_charge": [0.052, -0.283, -0.227, -0.611, 0.725, 0.119, 0.114, 0.111, 0.074, 0.075, -0.148, -0.045, 0.009, 0.036, -0.055, 0.023, 0.032]}

{"formula": "C40H49BN7OOsS4", "method": "ωB97M-V/def2-TZVPD", "e_above_lowest_kcal_mol": 5.5, "multiplicity": 1, "charge": 3, "fmax_ha_per_bohr": 0.010, "species": ["Os", "C", "C", "C", "C", "N", "N", "B", "N", "N", "C", "C", "C", "C", "C", "S", "C", "C", "C", "C", "N", "N", "C", "C", "C", "C", "C", "S", "C", "C", "C", "C", "C", "S", "C", "C", "C", "C", "H", "H", "H", "H", "H", "H", "H", "H", "H", "H", "H", "H", "H", "H", "H", "H", "H", "H", "H", "H", "H", "H", "H", "H", "H", "H", "H", "H", "H", "H", "H", "H", "H", "H", "H", "H", "H", "H", "H", "O", "S", "C", "C", "C", "C", "C", "C", "C", "C", "C", "C", "C", "C", "H", "H", "H", "H", "H", "H", "H", "H", "H", "H", "N", "C"], "positions_angstrom": [[-0.719565, -0.557902, 1.959758], [-2.432423, 4.379386, 1.826969], [-2.039961, 3.568904, 0.634661], [-2.243427, 3.961663, -0.666640], [-1.859417, 3.132587, -1.746344], [-1.256731, 1.983810, -1.529954], [-1.068276, 1.593330, -0.275889], [-0.234164, 0.291096, 0.035138], [-0.319717, -0.674180, -1.324400], [0.897244, -1.125354, -1.599578], [1.140046, -1.824990, -2.690163], [0.113434, -2.087791, -3.610825], [-1.171684, -1.693637, -3.328842], [-2.322947, -1.990101, -4.241047], [-1.344567, -1.000538, -2.117419], [-3.060799, -0.627112, -1.690982], [2.553697, -2.315130, -2.929338], [3.496096, -1.863934, -1.814781], [2.525701, -3.853510, -2.985510], [3.044649, -1.751238, -4.274680], [1.262221, 0.761505, 0.015924], [1.612647, 1.634462, -0.913675], [2.880160, 1.979666, -1.007325], [3.844322, 1.420098, -0.137861], [3.487087, 0.497050, 0.815305], [4.456640, -0.159166, 1.744018], [2.114001, 0.195589, 0.856525], [1.413418, -0.909608, 2.041438], [3.261349, 3.009017, -2.055261], [4.492064, 2.520575, -2.832292], [2.110566, 3.248992, -3.034207], [3.596067, 4.316067, -1.316417], [-1.443824, 2.301711, 0.781212], [-1.113427, 1.542455, 2.347246], [-2.166311, 3.519693, -3.181205], [-1.652282, 2.463793, -4.160318], [-3.693370, 3.644660, -3.323453], [-1.503472, 4.870767, -3.491952], [-2.788504, 5.361774, 1.525732], [-1.584982, 4.512019, 2.503813], [-3.229106, 3.883242, 2.386931], [-2.713756, 4.914819, -0.876629], [0.327676, -2.621140, -4.527854], [-1.965757, -2.436058, -5.166453], [-2.873540, -1.082493, -4.501236], [-3.021939, -2.687445, -3.774919], [3.181511, -2.251691, -0.841975], [3.553170, -0.772906, -1.760003], [4.497017, -2.244691, -2.022342], [2.188475, -4.280046, -2.037845], [3.531879, -4.224082, -3.183626], [1.880794, -4.226288, -3.784293], [3.014402, -0.658526, -4.284433], [2.460578, -2.122496, -5.118534], [4.077347, -2.061390, -4.438063], [4.878849, 1.728199, -0.226804], [5.427064, 0.329575, 1.695149], [4.589781, -1.209165, 1.471211], [4.106908, -0.125631, 2.776645], [4.308864, 1.551288, -3.304421], [5.384193, 2.442267, -2.208243], [4.720685, 3.236651, -3.622386], [1.881188, 2.345005, -3.605151], [2.398409, 4.031357, -3.737862], [1.203061, 3.566246, -2.516512], [4.401257, 4.177983, -0.590963], [2.722080, 4.707453, -0.790184], [3.924612, 5.066561, -2.036345], [-2.133570, 1.493647, -3.991409], [-0.571727, 2.327901, -4.079934], [-1.885971, 2.776108, -5.178241], [-4.200092, 2.712795, -3.053583], [-3.942429, 3.871931, -4.360830], [-4.102599, 4.448264, -2.707846], [-0.424001, 4.836631, -3.326108], [-1.922678, 5.681979, -2.893984], [-1.673884, 5.121863, -4.539716], [-1.173651, -1.707237, 3.700102], [-2.166490, -2.867207, 3.961882], [-3.133845, -2.336872, 5.346807], [-2.534255, -1.779890, 6.472012], [-3.339334, -1.431547, 7.538611], [-4.713956, -1.658512, 7.481245], [-5.295091, -2.221633, 6.355854], [-4.500546, -2.560898, 5.267807], [-1.142801, -4.121834, 4.703613], [0.188225, -3.886925, 4.999078], [0.922822, -4.910897, 5.581032], [0.325023, -6.133838, 5.853588], [-1.013825, -6.348463, 5.546902], [-1.759077, -5.338834, 4.961293], [-1.460080, -1.633894, 6.509870], [-2.900013, -0.996829, 8.426783], [-5.333597, -1.395996, 8.329318], [-6.362314, -2.397190, 6.321541], [-4.938417, -2.997477, 4.376665], [0.634857, -2.920760, 4.800645], [1.963512, -4.749422, 5.829753], [0.902944, -6.925569, 6.311046], [-1.476276, -7.302351, 5.762660], [-2.806127, -5.497499, 4.720328], [-2.344120, -1.311155, 0.907516], [-2.823880, -1.091459, -0.114538]], "atomic_forces_ev_per_a": [[-0.23, 0.13, -0.02], [0.00, 0.05, 0.04], [0.02, -0.04, -0.14], [0.04, -0.02, 0.08], [-0.10, 0.04, 0.01], [-0.05, -0.21, -0.13], [-0.19, 0.16, 0.18], [-0.18, -0.05, -0.22], [-0.14, -0.03, -0.01], [0.14, -0.11, -0.01], [-0.04, -0.02, -0.08], [-0.06, 0.04, 0.04], [0.08, 0.02, 0.03], [-0.02, 0.00, -0.03], [-0.05, 0.10, -0.02], [0.11, 0.01, -0.23], [0.06, -0.07, 0.00], [0.01, 0.04, -0.01], [-0.01, 0.01, -0.01], [0.00, 0.01, 0.02], [0.36, -0.06, 0.33], [-0.05, 0.06, -0.12], [0.09, 0.01, 0.03], [-0.04, 0.04, 0.09], [-0.09, 0.11, -0.07], [0.07, 0.00, 0.01], [-0.09, 0.12, -0.14], [0.17, -0.19, 0.25], [-0.01, 0.02, 0.00], [0.03, -0.01, -0.04], [0.00, -0.02, 0.05], [0.01, 0.00, 0.03], [0.07, -0.03, -0.12], [-0.10, 0.08, -0.12], [0.03, 0.00, -0.04], [0.03, -0.07, 0.04], [-0.03, -0.01, 0.01], [0.02, 0.03, -0.01], [0.00, -0.01, 0.01], [-0.04, 0.00, -0.02], [0.03, 0.01, -0.01], [0.01, -0.02, 0.04], [-0.01, 0.00, 0.01], [0.00, 0.00, 0.01], [0.02, -0.03, 0.00], [0.01, 0.00, -0.01], [0.01, 0.03, -0.03], [-0.01, -0.13, -0.03], [-0.04, 0.00, 0.00], [0.01, 0.01, -0.04], [-0.02, 0.01, 0.01], [0.02, 0.02, 0.04], [0.00, -0.03, 0.00], [0.01, 0.02, 0.02], [-0.03, 0.00, 0.01], [-0.02, -0.03, 0.01], [0.00, -0.01, -0.01], [-0.01, 0.01, 0.02], [0.00, 0.00, -0.01], [0.01, 0.03, 0.02], [-0.04, 0.00, -0.02], [0.00, -0.02, 0.02], [-0.01, 0.03, 0.03], [0.00, -0.03, 0.02], [0.08, -0.03, -0.02], [-0.02, 0.01, -0.03], [0.03, -0.01, -0.01], [-0.01, -0.02, 0.02], [0.03, 0.06, 0.00], [-0.06, 0.01, 0.00], [0.00, 0.00, 0.03], [0.04, 0.05, -0.02], [0.01, 0.01, 0.03], [0.02, -0.04, -0.01], [-0.08, 0.01, -0.03], [0.03, -0.02, 0.00], [-0.01, 0.00, 0.04], [0.40, 0.02, -0.11], [-0.19, -0.18, 0.30], [0.06, -0.06, -0.13], [0.11, -0.02, -0.04], [-0.03, 0.01, 0.04], [-0.01, 0.01, 0.02], [-0.01, 0.00, 0.00], [-0.05, 0.02, -0.06], [-0.13, 0.01, -0.09], [0.02, 0.09, 0.03], [0.03, -0.04, 0.02], [0.00, 0.02, 0.00], [0.01, -0.01, 0.01], [-0.06, -0.05, -0.02], [-0.07, -0.01, 0.01], [-0.01, -0.01, -0.02], [0.02, -0.01, -0.03], [0.04, 0.01, 0.00], [0.02, 0.01, 0.05], [-0.02, -0.05, -0.01], [-0.02, -0.01, 0.00], [0.00, 0.01, -0.01], [0.01, 0.02, 0.00], [0.08, 0.01, 0.01], [0.23, 0.11, 0.13], [-0.21, 0.03, 0.16]], "lowdin_charge": [0.910, -0.020, -0.203, 0.115, -0.172, 0.172, -0.029, -0.700, 0.062, 0.192, -0.150, 0.112, -0.208, -0.030, -0.373, 1.163, -0.535, -0.037, -0.015, -0.015, -0.038, 0.209, -0.168, 0.098, -0.220, -0.017, -0.504, 0.785, -0.542, -0.023, -0.051, -0.016, -0.478, 0.804, -0.541, -0.037, -0.019, -0.014, 0.101, 0.098, 0.106, 0.143, 0.145, 0.105, 0.089, 0.103, 0.087, 0.068, 0.107, 0.099, 0.105, 0.090, 0.085, 0.090, 0.105, 0.143, 0.103, 0.104, 0.090, 0.084, 0.088, 0.104, 0.083, 0.105, 0.056, 0.092, 0.094, 0.104, 0.064, 0.073, 0.104, 0.090, 0.105, 0.091, 0.077, 0.091, 0.106, -0.719, 1.079, -0.398, -0.055, -0.041, -0.035, -0.048, -0.081, -0.390, -0.074, -0.050, -0.041, -0.042, -0.071, 0.121, 0.121, 0.123, 0.121, 0.112, 0.100, 0.117, 0.121, 0.122, 0.121, 0.020, -0.476]}